Computed, not measured: a structure of composition C2H3O2Rb, with ωB97M-V/def2-TZVPD.

Geometry as XYZ:
```
8
Properties=species:S:1:pos:R:3:forces:R:3
C -0.831 0.312 -0.055 -2.5 -2.1 0.8
C -0.347 -0.992 -0.167 3.7 0.3 -2.6
O 0.927 -1.329 -0.131 -1.6 0.2 0.1
O 0.110 1.267 0.267 1.3 0.7 1.0
H -1.057 -1.603 -0.771 0.0 -0.4 1.2
H -0.286 2.142 0.249 -0.3 -0.4 0.0
Rb 2.973 0.557 -0.194 -0.8 -0.4 0.1
H -1.489 -0.354 0.803 0.2 2.1 -0.6
```
Positions in Å, forces in eV/Å.

The electronic energy is -6869.764 eV. Its charge is 0. For the energy above the lowest of the compared OMol25 structures with the same formula, charge and spin, the calculation gives 307.93 kJ/mol. The frontier orbital gap is 5.5 eV.

In elementary charge units, the Mulliken charges are:
1 C -0.70
2 C 0.15
3 O -0.76
4 O -0.36
5 H 0.34
6 H 0.33
7 Rb 0.95
8 H 0.06